[1]
Molecular formula: C3H4Cl2F2NOS
Method: DFT, wB97M-V/def2-TZVPD

Calculated values
E_LUMO   -4.618 eV
HOMO   -0.5474 Eh
Energy relative to the best compared isomer or geometry (same formula, charge and spin)   29.6 kJ/mol
Electronic energy   -1764.57131 hartree
Net charge   +1
Maximum force   2.6 eV/Å

XYZ file:
```
14
Properties=species:S:1:pos:R:3:forces:R:3:lowdin_charge:R:1
C 0.2255 -1.9209 -0.2298 -0.09 1.19 -0.90 -0.525
C -0.7875 0.6574 -0.2603 -1.56 -1.07 0.57 -0.027
C 3.1076 -0.1735 -0.7575 0.04 -1.10 -1.33 -1.329
N 0.4756 -0.0871 -0.1422 0.29 -2.43 0.98 -0.464
O 0.2131 -2.3669 -1.2934 -0.79 0.17 -0.04 0.197
F -0.0967 -2.3726 0.9125 0.20 0.60 0.45 0.265
F 1.0797 0.1792 1.0983 -0.84 0.00 -0.48 -0.041
S 1.5687 0.3693 -1.4296 -0.94 1.35 -0.54 1.018
Cl 3.8186 0.8175 0.4730 0.32 -0.20 -0.32 0.680
Cl 2.7006 -1.8483 -0.2713 2.05 -0.44 0.83 0.761
H -1.5279 0.4404 0.6202 1.75 0.41 -1.53 0.166
H -0.4581 1.6763 -0.3488 -0.59 0.63 0.09 0.088
H -1.2421 0.2664 -1.2041 0.25 0.54 0.63 0.127
H 3.6792 -0.2883 -1.7410 -0.08 0.34 1.61 0.083
```
Forces are in eV/Å.

[2]
Molecular formula: C4H39NO14S
Method: DFT, wB97M-V/def2-TZVPD

Calculated values
E_LUMO   0.188 eV
HOMO   -0.3456 Eh
Energy relative to the best compared isomer or geometry (same formula, charge and spin)   7.3 kJ/mol
Electronic energy   -1682.14279 hartree
Maximum force   5.3 eV/Å

XYZ file:
```
59
Properties=species:S:1:pos:R:3:forces:R:3:lowdin_charge:R:1
C -0.5397 -0.6462 0.8803 0.40 -0.82 -1.30 -0.259
N 0.8011 -0.1461 1.2802 -0.45 0.59 -0.53 -0.105
C 1.6465 0.2018 0.0960 -0.63 -0.15 0.55 -0.301
C 3.0665 0.4758 0.5820 0.81 -0.76 1.18 -0.527
S 4.2756 0.2345 -0.7859 0.07 1.29 0.50 0.733
C -1.2886 -1.2018 2.0889 0.65 1.67 0.18 -0.068
H -0.4329 -1.4742 0.0596 -0.07 1.39 1.57 0.105
H -1.1238 0.1696 0.3601 0.60 -0.69 0.70 0.109
H 1.2551 -0.8808 1.8311 0.01 0.21 -0.45 0.075
H 1.6209 -0.6281 -0.6427 0.14 0.67 0.54 0.070
H 1.2243 1.1167 -0.4088 0.35 -0.88 0.52 0.105
H 3.3500 -0.2074 1.4920 -0.58 1.18 -1.82 0.099
H 3.1947 1.5222 0.9395 -0.05 -0.67 -0.34 0.078
H 4.0550 -1.0348 -1.0229 -0.33 -0.87 -0.05 -0.177
H -1.5625 -0.3778 2.7829 0.17 -0.45 -0.31 0.087
H -0.7156 -1.9369 2.6366 0.34 -0.20 0.09 0.071
H -2.1607 -1.6738 1.7432 -1.26 -0.66 -0.34 0.037
H 0.8559 3.6617 -1.3786 -0.46 0.20 0.55 0.051
H 0.1129 3.6985 -0.0269 0.03 -2.08 4.26 -0.053
O 0.1615 4.1090 -0.8236 0.45 2.05 -4.87 -0.004
H 2.3649 2.0474 -2.3079 1.27 -0.61 0.14 0.015
H 0.8804 1.7254 -2.5504 -0.10 -0.12 -0.18 0.005
O 1.5186 2.4406 -2.4180 -0.64 0.85 -0.19 -0.042
H -4.2243 -0.2897 0.6774 -0.39 -0.70 0.53 0.049
H -3.5451 0.9685 0.2332 -0.07 0.11 -0.21 0.010
O -3.9922 0.1605 -0.1240 0.27 0.52 -0.19 -0.050
H 2.4038 -2.5388 0.7039 0.48 -0.15 -0.22 0.007
H 3.1775 -2.9990 2.0287 -0.47 0.26 -0.46 0.086
O 2.3642 -2.5883 1.6863 0.37 0.00 0.85 -0.083
H 0.5332 1.4531 4.4424 -0.49 -0.68 1.11 0.029
H 1.0207 1.0837 3.0048 -0.30 0.39 0.62 0.032
O 0.8843 1.8193 3.6553 0.88 0.15 -1.52 -0.056
H -1.1814 1.6571 -2.3595 0.05 -0.12 -0.57 0.053
H -0.9144 0.8766 -3.6943 -0.31 0.04 -0.97 0.092
O -0.6611 0.9091 -2.7836 0.03 0.62 1.11 -0.070
H -1.9414 2.4444 1.0943 0.18 0.04 0.51 0.001
H -2.5777 2.7018 -0.2197 -0.30 0.25 -0.52 -0.005
O -2.8113 2.4283 0.6751 -0.36 -0.24 0.23 -0.061
H -2.2465 -2.4781 -0.7876 -0.14 -1.04 0.66 0.000
H -1.4728 -3.5385 -0.0002 1.70 -0.63 0.47 -0.040
O -2.3451 -3.2674 -0.1899 -1.58 1.19 -0.96 -0.063
H -0.5399 -1.9343 -2.0518 1.56 0.83 -0.68 0.076
H 0.2173 -0.6316 -2.4406 -0.17 0.29 0.00 -0.002
O 0.3559 -1.5747 -2.3503 -1.10 -1.53 0.29 -0.074
H -2.4357 3.6791 -2.3640 0.46 -0.81 0.55 0.105
H -1.0993 3.5374 -1.4606 -0.88 -0.32 -0.32 0.048
O -1.9533 3.0235 -1.8094 0.58 1.32 -0.45 -0.110
H 1.6398 -3.6279 -0.7129 -0.12 -0.40 0.08 0.026
H 1.6658 -2.3520 -1.5039 -0.47 0.49 -0.68 -0.009
O 2.2261 -2.9010 -0.9502 0.89 -0.23 0.34 -0.073
H 0.9203 -3.6191 1.2493 1.35 1.58 1.90 -0.025
H 0.4536 -5.0179 1.0404 -0.17 -1.05 0.39 0.065
O 0.4961 -4.1668 0.6394 -1.68 -1.01 -2.18 -0.009
H 0.1458 1.8546 1.3814 0.62 -1.60 -0.06 -0.006
H 0.0102 3.0035 2.3301 -0.20 -0.29 -0.50 0.084
O -0.2486 2.7094 1.4288 -0.23 1.65 0.64 -0.047
H -2.9248 -0.6571 -1.1422 -0.04 -0.13 -0.08 0.029
H -1.7468 -0.2895 -2.0137 1.17 1.67 -0.83 -0.034
O -2.2130 -1.0331 -1.7192 -1.84 -1.60 0.71 -0.082
```
Forces are in eV/Å.

[3]
Molecular formula: C5H13NO2
Method: DFT, wB97M-V/def2-TZVPD

Calculated values
E_LUMO   0.462 eV
HOMO   -0.3191 Eh
Energy relative to the best compared isomer or geometry (same formula, charge and spin)   219.0 kJ/mol
Electronic energy   -403.49319 hartree
Maximum force   1.7 eV/Å

XYZ file:
```
21
Properties=species:S:1:pos:R:3:forces:R:3:lowdin_charge:R:1
C 1.1103 0.0042 1.9697 1.16 0.53 1.09 -0.093
C 1.0320 0.1056 0.4724 -0.20 0.29 -0.20 -0.277
N 0.2319 -0.9704 -0.1363 0.23 0.78 -0.55 -0.215
C 1.1177 -1.9619 -0.7438 0.24 0.05 1.09 -0.094
C -0.7060 -0.4143 -1.1230 -0.35 -0.42 0.67 -0.170
C -1.9606 -0.0787 -0.3452 -0.90 -0.68 0.28 -0.256
O -3.0018 -0.6698 -0.5289 0.19 0.21 -0.30 0.038
H 1.9363 0.6085 2.3784 -0.37 0.48 -0.33 0.076
H 0.1929 0.3308 2.4297 -0.41 0.20 0.13 0.064
H 1.3625 -0.9227 2.4579 -0.17 -1.02 -0.60 0.065
H 0.6060 1.0973 0.2611 -0.31 -0.34 -0.06 0.102
H 2.0065 0.1758 -0.0202 0.27 -0.27 0.17 0.112
H 1.5087 -1.6396 -1.7129 -0.12 -0.21 -0.22 0.088
H 1.9671 -2.0471 -0.0664 0.19 -0.10 -0.06 0.080
H 0.6735 -2.9565 -0.7323 -0.23 0.10 -0.54 0.086
H -1.0102 -1.2242 -1.7867 0.11 0.24 -0.28 0.122
H -0.3162 0.4645 -1.6508 0.05 -0.16 -0.18 0.117
H -1.9461 0.6213 0.5011 0.58 0.20 -0.08 0.108
H -0.9424 3.5778 -0.5018 -0.05 -0.40 -0.01 0.053
H -2.3797 3.1283 -0.5959 0.11 -0.28 0.01 0.055
O -1.4824 2.7712 -0.5261 -0.02 0.82 -0.04 -0.060
```
Forces are in eV/Å.

[4]
Molecular formula: C4H10N2OS
Method: DFT, wB97M-V/def2-TZVPD

Calculated values
E_LUMO   -3.573 eV
HOMO   -0.3607 Eh
Energy relative to the best compared isomer or geometry (same formula, charge and spin)   725.0 kJ/mol
Electronic energy   -741.10186 hartree
Maximum force   6.3 eV/Å

XYZ file:
```
18
Properties=species:S:1:pos:R:3:forces:R:3:lowdin_charge:R:1
O -2.9343 0.5299 -0.8708 1.61 -3.42 0.79 0.014
C -2.6068 0.0555 0.3980 0.33 3.31 5.41 -0.308
N -1.4589 -0.1169 0.9802 -1.64 -0.80 -2.02 0.105
C -0.3568 -0.0878 0.0450 2.16 0.93 -0.66 -0.436
C 0.2719 -1.4478 -0.2769 0.62 0.10 -0.02 -0.064
S 3.8800 -0.6323 -0.2157 -0.39 0.50 0.07 0.143
C 0.7319 0.8727 0.5606 -1.22 1.09 2.05 -0.268
N 1.6380 1.3253 -0.4696 1.27 -0.49 -0.22 0.034
H -3.4661 0.0809 1.0631 -0.19 -0.36 -0.02 0.129
H -2.5768 -0.4720 -0.8026 -0.83 0.68 -4.12 0.136
H -0.5996 0.4370 -0.8784 -0.51 -0.36 -0.36 0.124
H 0.9500 -1.7887 0.5056 -0.22 0.09 0.41 0.060
H -0.4581 -2.2350 -0.4115 -0.23 -0.13 -0.33 0.069
H 0.9568 -1.3710 -1.1459 -0.74 -0.01 0.16 0.070
H 0.1397 1.7552 0.9885 1.04 -0.82 -0.73 0.144
H 1.2760 0.4554 1.4153 -0.22 -0.12 0.04 0.108
H 2.3282 0.5834 -0.7020 -0.31 -0.54 -0.82 -0.142
H 2.2849 2.0563 -0.1828 -0.55 0.35 0.36 0.084
```
Forces are in eV/Å.